The following is a quantum chemistry calculation of a molecular structure, C4H6HoO3 in a non-equilibrium geometry, from OMol25.

Cartesian coordinates (Å):
H  4.319  0.394  -0.385
C  4.298  -0.489  -1.401
H  4.463  -0.817  -2.440
H  4.639  -1.303  -0.742
C  3.280  0.374  -1.209
O  -1.098  1.859  0.102
C  -1.696  0.791  0.429
O  -1.117  -0.325  0.284
Ho  0.901  0.793  -0.485
O  -2.928  0.884  0.868
C  -3.626  -0.324  1.183
H  -3.715  -0.954  0.291
H  -3.103  -0.868  1.977
H  -4.616  -0.014  1.527

The energy above the lowest of the compared OMol25 structures with the same formula, charge and spin comes out at 0.00 kcal per mole. The spin multiplicity is 6. The highest occupied orbital energy (alpha / beta) is -18.20 / -18.21 eV. Its HOMO-LUMO gap (alpha / beta) is 7.64 / 6.88 eV. As for the total charge: +2.

These are the Mulliken partial charges, in e, on atoms 1 to 2: 0.340 -0.302